## a
Here is 3 unconnected molecules or ions with the total composition C4H14NO2 from the Open Molecules 2025 dataset. Energies are from the ωB97M-V functional and the def2-TZVPD basis.

Properties
charge: +1
orbital gap: 10.461 eV
molecular weight: 108.161 g mol⁻¹
HOMO level: -13.625 eV

Each atom is followed by the atoms it is bonded to, with distances in Å.
Cartesian coordinates (Å):
1 C 3.0285 0.7280 1.6360  C2 1.519, H6 1.117, H7 1.028, H8 1.090
2 C 1.5834 0.4670 2.0242  C1 1.519, C3 1.553, H9 1.254, H10 1.016
3 C 1.0257 -0.4896 0.9355  C2 1.553, C4 1.362, H11 1.035
4 C 0.2699 0.2103 0.0445  C3 1.362, N5 1.417, H12 1.039
5 N -0.5010 -0.4782 -0.9243  C4 1.417, H13 1.142, H14 1.012, H15 1.058
6 H 3.2381 0.9494 0.5615  C1 1.117
7 H 3.6319 -0.0687 1.8764  C1 1.028
8 H 3.4293 1.5709 2.1987  C1 1.090
9 H 1.0478 1.5584 2.3304  C2 1.254
10 H 1.6747 0.1118 2.9714  C2 1.016
11 H 1.2486 -1.4927 1.0594  C3 1.035
12 H 0.1502 1.2408 0.1083  C4 1.039
13 H -1.5795 -0.1603 -1.1256  N5 1.142
14 H -0.0522 -0.4848 -1.8311  N5 1.012
15 H -0.7665 -1.4468 -0.5920  N5 1.058
16 H -1.6498 -2.1614 -3.3624  O18 1.000
17 H -2.5761 -2.6049 -2.3109  O18 0.993
18 O -1.8886 -1.8976 -2.4276  H16 1.000, H17 0.993
19 H -3.0632 1.4425 0.1008  O21 0.812
20 H -2.2121 2.4642 -0.8256  O21 1.066
21 O -2.4189 1.5146 -0.3888  H19 0.812, H20 1.066

Atomic partial charges in e from the Mulliken method, atoms 1 to 8: atom 1 (C): -1.19, atom 2 (C): -0.42, atom 3 (C): -0.46, atom 4 (C): -0.38, atom 5 (N): -0.34, atom 6 (H): 0.31, atom 7 (H): 0.40, atom 8 (H): 0.34

***

## b
Here is 3 unconnected molecules or ions with the total composition C4H14NO2 from the Open Molecules 2025 dataset. Energies are from the ωB97M-V functional and the def2-TZVPD basis.

Properties
charge: +1
orbital gap: 10.832 eV
molecular weight: 108.161 g mol⁻¹
HOMO level: -15.342 eV

Each atom is followed by the atoms it is bonded to, with distances in Å.
Cartesian coordinates (Å):
1 C 1.5364 -1.6334 -0.7317  C2 1.545, H6 1.069, H7 1.086, H8 1.093
2 C 0.7573 -0.7282 -1.7114  C1 1.545, C3 1.547, H9 1.089, H10 1.084
3 C -0.6893 -0.4963 -1.2138  C2 1.547, N5 1.468, H11 1.091, H12 1.084
4 C -1.4772 0.2780 0.9704  N5 1.270, H13 1.076, H14 1.088
5 N -0.6282 0.2870 0.0266  C3 1.468, C4 1.270, H15 1.020
6 H 2.0961 -2.3915 -1.2374  C1 1.069
7 H 2.2303 -1.0644 -0.1197  C1 1.086
8 H 0.8253 -2.1634 -0.0937  C1 1.093
9 H 1.1959 0.2675 -1.6687  C2 1.089
10 H 0.7731 -1.1298 -2.7181  C2 1.084
11 H -1.2234 0.0505 -1.9921  C3 1.091
12 H -1.1278 -1.4669 -1.0109  C3 1.084
13 H -1.3528 0.7506 1.9290  C4 1.076
14 H -2.4086 -0.2240 0.7171  C4 1.088
15 H 0.3329 0.4156 0.3435  N5 1.020
16 H 0.5136 -0.9752 3.1472  O18 0.963
17 H 1.2427 0.3689 3.2151  O18 0.965
18 O 0.8426 -0.2559 2.5985  H16 0.963, H17 0.965
19 H -0.8176 3.1550 -0.8588  O21 0.962
20 H -1.4571 3.9011 0.3755  O21 0.959
21 O -1.1642 3.0547 0.0335  H19 0.962, H20 0.959

Atomic partial charges in e from the Mulliken method, atoms 1 to 8: atom 1 (C): -0.97, atom 2 (C): -0.68, atom 3 (C): -0.67, atom 4 (C): -0.27, atom 5 (N): 0.19, atom 6 (H): 0.35, atom 7 (H): 0.30, atom 8 (H): 0.28

***

## c
Here is 2 unconnected molecules or ions with the total composition C4H14NO2 from the Open Molecules 2025 dataset. Energies are from the ωB97M-V functional and the def2-TZVPD basis.

Properties
charge: +1
orbital gap: 11.538 eV
molecular weight: 108.161 g mol⁻¹
HOMO level: -14.792 eV

Each atom is followed by the atoms it is bonded to, with distances in Å.
Cartesian coordinates (Å):
1 C -1.3539 1.0639 0.2216  O2 1.404, C3 1.566, H7 1.094, H8 1.089
2 O -0.9928 1.5904 1.4718  C1 1.404, H9 0.963
3 C -0.2032 0.1414 -0.3056  C1 1.566, C4 1.516, N6 1.511, H10 1.089
4 C -0.0530 0.2595 -1.8094  C3 1.516, C5 1.516, H11 1.083, H12 1.113
5 C 0.6702 -0.8875 -2.4876  C4 1.516, H13 1.095, H14 1.110, H15 1.090
6 N 1.0693 0.6206 0.3539  C3 1.511, H16 1.014, H17 1.030, H18 1.027
7 H -2.2616 0.4539 0.2159  C1 1.094
8 H -1.4616 1.9409 -0.4156  C1 1.089
9 H -1.1820 1.1196 2.2908  O2 0.963
10 H -0.4287 -0.8729 0.0200  C3 1.089
11 H -0.9272 0.5441 -2.3816  C4 1.083
12 H 0.5935 1.1396 -2.0250  C4 1.113
13 H 1.7567 -0.7624 -2.5334  C5 1.095
14 H 0.6631 -1.8739 -1.9781  C5 1.110
15 H 0.3340 -1.2869 -3.4444  C5 1.090
16 H 1.2726 0.1697 1.2396  N6 1.014
17 H 1.0561 1.6309 0.5542  N6 1.030
18 H 1.8145 0.5983 -0.3521  N6 1.027
19 H 0.0411 -1.7457 4.4788  O21 0.981
20 H -0.0993 -2.3727 3.2812  O21 0.981
21 O -0.3080 -1.4708 3.6047  H19 0.981, H20 0.981

Atomic partial charges in e from the Mulliken method, atoms 1 to 8: atom 1 (C): -0.66, atom 2 (O): -0.58, atom 3 (C): 0.23, atom 4 (C): -0.96, atom 5 (C): -1.17, atom 6 (N): -0.29, atom 7 (H): 0.37, atom 8 (H): 0.38

***

## d
Here is 3 unconnected molecules or ions with the total composition C4H14NO2 from the Open Molecules 2025 dataset. Energies are from the ωB97M-V functional and the def2-TZVPD basis.

Properties
charge: +1
orbital gap: 5.565 eV
molecular weight: 108.161 g mol⁻¹
HOMO level: -13.235 eV

Each atom is followed by the atoms it is bonded to, with distances in Å.
Cartesian coordinates (Å):
1 C -0.5522 1.6379 0.3448  O2 1.456, C3 1.469, H7 1.089, H8 1.093
2 O 0.5986 0.7657 0.5316  C1 1.456, H9 0.972
3 C -1.6161 0.8112 -0.2416  C1 1.469, C4 1.460, H10 1.092
4 C -2.2458 -0.2767 0.5006  C3 1.460, C5 1.537, H11 1.105, H12 1.095
5 C -2.1911 -1.5718 -0.3244  C4 1.537, H13 1.090, H14 1.091, H15 1.095
6 N 2.5017 -1.0872 -1.0459  H16 1.012, H17 1.014, H18 1.009
7 H -0.2735 2.4817 -0.2841  C1 1.089
8 H -0.8239 1.9583 1.3539  C1 1.093
9 H 0.5720 0.1148 -0.1892  O2 0.972
10 H -2.1364 1.1616 -1.1353  C3 1.092
11 H -3.2868 0.0479 0.6817  C4 1.105
12 H -1.7556 -0.3385 1.4778  C4 1.095
13 H -2.6702 -2.4249 0.1552  C5 1.090
14 H -1.1517 -1.8623 -0.4869  C5 1.091
15 H -2.6077 -1.3693 -1.3165  C5 1.095
16 H 2.7272 -0.9540 -2.0239  N6 1.012
17 H 3.1108 -0.5036 -0.4828  N6 1.014
18 H 2.6337 -2.0724 -0.8720  N6 1.009
19 H 3.6449 1.4492 1.6017  O21 0.967
20 H 2.2857 1.0710 0.8810  O21 0.957
21 O 3.2363 0.9612 0.8741  H19 0.967, H20 0.957

Atomic partial charges in e from the Mulliken method, atoms 1 to 8: atom 1 (C): -0.45, atom 2 (O): -0.52, atom 3 (C): -0.06, atom 4 (C): -0.13, atom 5 (C): -1.09, atom 6 (N): -0.70, atom 7 (H): 0.33, atom 8 (H): 0.35

***

Least stable = d

***

## a
Here is 2 unconnected molecules or ions with the total composition C4H14NO2 from the Open Molecules 2025 dataset. Energies are from the ωB97M-V functional and the def2-TZVPD basis.

Properties
charge: +1
orbital gap: 10.438 eV
molecular weight: 108.161 g mol⁻¹
HOMO level: -13.704 eV

Each atom is followed by the atoms it is bonded to, with distances in Å.
Cartesian coordinates (Å):
1 C 0.5985 0.1757 -0.8050  C2 1.512, N6 1.517, H7 1.118, H8 1.098
2 C -0.2472 -1.0515 -1.0580  C1 1.512, C3 1.569, H9 1.083, H10 1.148
3 C -1.5180 -1.2341 -0.1552  C2 1.569, C4 1.564, H11 1.093, H12 1.092
4 C -2.6538 -0.1965 -0.4362  C3 1.564, O5 1.417, H13 1.079, H14 1.088
5 O -2.2664 0.6050 -1.5381  C4 1.417, H15 0.967
6 N 1.4188 0.0066 0.4599  C1 1.517, H16 1.009, H17 1.015, H18 1.025
7 H -0.1057 1.0441 -0.7747  C1 1.118
8 H 1.3267 0.2326 -1.6254  C1 1.098
9 H -0.4968 -0.9840 -2.1093  C2 1.083
10 H 0.2108 -2.0956 -0.9253  C2 1.148
11 H -1.2563 -1.1028 0.8983  C3 1.093
12 H -1.8587 -2.2512 -0.3600  C3 1.092
13 H -3.5483 -0.7612 -0.6491  C4 1.079
14 H -2.6610 0.4826 0.4142  C4 1.088
15 H -2.9956 1.0593 -1.9829  O5 0.967
16 H 0.9533 0.4202 1.2536  N6 1.009
17 H 2.2235 0.6254 0.4796  N6 1.015
18 H 1.8170 -0.9044 0.7088  N6 1.025
19 H 3.1839 2.4611 2.9891  O21 1.011
20 H 4.3964 1.8861 2.6315  O21 0.968
21 O 3.4788 1.5826 2.5842  H19 1.011, H20 0.968

Atomic partial charges in e from the Mulliken method, atoms 1 to 8: atom 1 (C): -0.51, atom 2 (C): -0.70, atom 3 (C): -0.53, atom 4 (C): -0.44, atom 5 (O): -0.51, atom 6 (N): -0.29, atom 7 (H): 0.35, atom 8 (H): 0.31

***

## b
Here is 2 unconnected molecules or ions with the total composition C4H14NO2 from the Open Molecules 2025 dataset. Energies are from the ωB97M-V functional and the def2-TZVPD basis.

Properties
charge: +1
orbital gap: 11.818 eV
molecular weight: 108.161 g mol⁻¹
HOMO level: -14.624 eV

Each atom is followed by the atoms it is bonded to, with distances in Å.
Cartesian coordinates (Å):
1 O 1.9232 0.2951 -0.2164  C2 1.415, H7 0.966
2 C 0.9389 0.9186 -1.0189  O1 1.415, C3 1.502, H8 1.092, H9 1.093
3 C -0.3265 0.9827 -0.2125  C2 1.502, N4 1.529, C6 1.516, H10 1.087
4 N -0.7392 -0.4225 0.2278  C3 1.529, C5 1.481, H11 1.046, H12 1.024
5 C -1.5354 -0.4004 1.4761  N4 1.481, H13 1.081, H14 1.086, H15 1.097
6 C -1.4888 1.6024 -0.9629  C3 1.516, H16 1.084, H17 1.077, H18 1.080
7 H 2.7229 0.1754 -0.7440  O1 0.966
8 H 1.2641 1.9281 -1.2795  C2 1.092
9 H 0.8018 0.3968 -1.9697  C2 1.093
10 H -0.1071 1.4935 0.7219  C3 1.087
11 H 0.0431 -1.0950 0.3995  N4 1.046
12 H -1.2818 -0.7920 -0.5580  N4 1.024
13 H -1.9772 -1.3718 1.6464  C5 1.081
14 H -0.8560 -0.1438 2.2840  C5 1.086
15 H -2.3393 0.3456 1.4394  C5 1.097
16 H -1.2186 2.6212 -1.2178  C6 1.084
17 H -2.3861 1.5955 -0.3672  C6 1.077
18 H -1.6416 1.0594 -1.8842  C6 1.080
19 H 2.1020 -2.4024 0.6501  O21 0.973
20 H 0.8331 -3.2033 1.0435  O21 0.964
21 O 1.1344 -2.4297 0.5532  H19 0.973, H20 0.964

Atomic partial charges in e from the Mulliken method, atoms 1 to 8: atom 1 (O): -0.52, atom 2 (C): -0.74, atom 3 (C): 0.17, atom 4 (N): -0.07, atom 5 (C): -0.94, atom 6 (C): -1.38, atom 7 (H): 0.33, atom 8 (H): 0.40

***

Least stable = a

***

## a
Here is C3H3NOS in the gas phase from the Open Molecules 2025 dataset. Energies are from the ωB97M-V functional and the def2-TZVPD basis.

Properties
charge: 0
orbital gap: 9.470 eV
structure (SMILES): C#CC(=O)NS
molecular weight: 101.130 g mol⁻¹
HOMO level: -9.034 eV

Each atom is followed by the atoms it is bonded to, with distances in Å.
Cartesian coordinates (Å):
1 C -2.4441 -0.3591 0.0991  C2 1.213, H7 1.116
2 C -1.3173 0.0723 -0.0230  C1 1.213, C3 1.448
3 C 0.0718 0.4757 -0.0954  C2 1.448, O4 1.248, N5 1.365
4 O 0.4079 1.6759 -0.0330  C3 1.248
5 N 0.9953 -0.5283 -0.1458  C3 1.365, S6 1.772, H8 0.991
6 S 2.7160 -0.1525 0.0450  N5 1.772, H9 1.375
7 H -3.4588 -0.8226 0.0719  C1 1.116
8 H 0.7672 -1.4928 -0.1538  N5 0.991
9 H 2.2620 1.1312 0.2350  S6 1.375

Atomic partial charges in e from the Mulliken method, atoms 1 to 8: atom 1 (C): 0.26, atom 2 (C): -0.41, atom 3 (C): 0.35, atom 4 (O): -0.64, atom 5 (N): -0.27, atom 6 (S): -0.16, atom 7 (H): 0.39, atom 8 (H): 0.26

***

## b
Here is C3H3NOS in the gas phase from the Open Molecules 2025 dataset. Energies are from the ωB97M-V functional and the def2-TZVPD basis.

Properties
charge: 0
orbital gap: 9.706 eV
structure (SMILES): CSC(=O)C#N
molecular weight: 101.130 g mol⁻¹
HOMO level: -10.376 eV

Each atom is followed by the atoms it is bonded to, with distances in Å.
Cartesian coordinates (Å):
1 C -0.3543 -1.6448 -0.1271  S2 1.906, H7 1.056, H8 1.096, H9 1.061
2 S -0.4820 0.0442 -1.0016  C1 1.906, C3 1.773
3 C 0.3752 0.9746 0.2410  S2 1.773, O4 1.218, C5 1.383
4 O 0.8678 0.4674 1.2332  C3 1.218
5 C 0.4074 2.3229 -0.0660  C3 1.383, N6 1.166
6 N 0.5057 3.4766 -0.2007  C5 1.166
7 H -0.8754 -2.0777 -0.9368  C1 1.056
8 H -1.0353 -1.5147 0.7213  C1 1.096
9 H 0.5908 -2.0484 0.1368  C1 1.061

Atomic partial charges in e from the Mulliken method, atoms 1 to 8: atom 1 (C): -0.79, atom 2 (S): -0.06, atom 3 (C): 0.52, atom 4 (O): -0.49, atom 5 (C): 0.23, atom 6 (N): -0.32, atom 7 (H): 0.29, atom 8 (H): 0.30

***

Least stable = a

***

## a
Here is C3H3NOS in the gas phase from the Open Molecules 2025 dataset. Energies are from the ωB97M-V functional and the def2-TZVPD basis.

Properties
charge: 0
orbital gap: 9.013 eV
molecular weight: 101.130 g mol⁻¹
HOMO level: -9.599 eV

Each atom is followed by the atoms it is bonded to, with distances in Å.
Cartesian coordinates (Å):
1 C -0.0852 0.0938 0.0144  C2 1.311, C3 1.492, H7 1.031
2 C -0.8355 -0.5851 0.8472  C1 1.311, S6 1.835, H8 1.131
3 C 0.6658 -0.8116 -0.9028  C1 1.492, N4 1.287, H9 1.105
4 N 0.4769 -2.0640 -0.6738  C3 1.287, S6 1.689
5 O -1.7905 -2.9407 0.0928  S6 1.430
6 S -0.5770 -2.3860 0.6065  C2 1.835, N4 1.689, O5 1.430
7 H 0.0573 1.0746 -0.2705  C1 1.031
8 H -1.5989 -0.2904 1.6285  C2 1.131
9 H 1.5098 -0.7615 -1.6143  C3 1.105

Atomic partial charges in e from the Mulliken method, atoms 1 to 8: atom 1 (C): -0.49, atom 2 (C): -0.31, atom 3 (C): 0.10, atom 4 (N): -0.40, atom 5 (O): -0.53, atom 6 (S): 0.49, atom 7 (H): 0.40, atom 8 (H): 0.34

***

## b
Here is C3H3NOS in the gas phase from the Open Molecules 2025 dataset. Energies are from the ωB97M-V functional and the def2-TZVPD basis.

Properties
charge: 0
orbital gap (spin up / spin down): 7.081 / 7.077 eV
molecular weight: 101.130 g mol⁻¹
HOMO level (spin up / spin down): -8.926 / -8.923 eV

Each atom is followed by the atoms it is bonded to, with distances in Å.
Cartesian coordinates (Å):
1 C -1.1173 1.0372 0.0256  C2 1.382, N4 1.286, H7 1.085
2 C -2.2755 0.2835 0.0180  C1 1.382, S6 1.544
3 C 0.1865 -0.8401 0.0038  N4 1.420, O5 1.310, H8 1.116, H9 1.115
4 N 0.0829 0.5762 0.0163  C1 1.286, C3 1.420
5 O -0.9237 -1.5352 0.0230  C3 1.310
6 S -3.7858 -0.0381 -0.0097  C2 1.544
7 H -1.2426 2.1150 0.0303  C1 1.085
8 H 0.8175 -1.0357 -0.8962  C3 1.116
9 H 0.8654 -1.0632 0.8596  C3 1.115

Atomic partial charges in e from the Mulliken method, atoms 1 to 8: atom 1 (C): -0.06, atom 2 (C): 0.49, atom 3 (C): -0.13, atom 4 (N): -0.40, atom 5 (O): -0.61, atom 6 (S): -0.23, atom 7 (H): 0.37, atom 8 (H): 0.29

***

Least stable = b